DFT (ωB97M-V/def2-TZVPD) results for 9 unconnected molecules or ions with the total composition C26H46O21 at a distorted geometry.

Summary:
ΔE to the lowest compared entry with this formula, charge and spin: 391.4 kJ/mol
frontier orbital gap: 10.2 eV
HOMO: -10.676 eV

```
! RIJCOSX wB97M-V def2-TZVPD def2/J DEFGRID3
* xyz 0 1
O -3.62121 2.85228 -0.16815
H -2.88391 3.27137 0.27568
H -4.31727 2.83313 0.48864
C 3.35487 -4.67024 2.54173
C 2.38017 -5.81873 2.72256
C 1.94385 -6.33999 1.30734
O 2.83779 -7.39777 1.20676
C 3.41362 -7.78014 2.36582
O 4.14558 -8.75617 2.56532
O 2.98310 -6.98380 3.31133
H 3.64639 -4.31010 3.52836
H 3.07839 -3.81559 1.92429
H 4.29167 -5.08403 2.16853
H 1.59686 -5.40753 3.35930
H 2.24598 -5.60304 0.56322
H 0.87707 -6.53999 1.20688
C 1.27094 3.70841 -3.33335
C 1.91499 4.43153 -4.59988
C 3.48082 4.65109 -4.64135
O 3.84466 4.21967 -5.94907
C 2.73260 3.65941 -6.58102
O 2.70724 3.27374 -7.72568
O 1.65112 3.56426 -5.65803
H 1.18297 4.47913 -2.56760
H 1.85040 2.91993 -2.85312
H 0.24745 3.35081 -3.44600
H 1.41477 5.39987 -4.58500
H 3.89060 4.18610 -3.74471
H 3.69928 5.70930 -4.49794
C 3.84333 -2.79312 -1.91233
C 4.42832 -1.46966 -2.46113
C 3.98966 -0.21332 -1.79599
O 5.15951 0.19836 -1.12297
C 6.21375 -0.68872 -1.37472
O 7.37877 -0.51883 -0.90662
O 5.78742 -1.53962 -2.24228
H 4.37053 -3.68711 -2.24540
H 2.76927 -2.83976 -2.09214
H 3.95331 -2.81832 -0.82819
H 4.21406 -1.41414 -3.52842
H 3.15349 -0.32860 -1.10632
H 3.68585 0.49077 -2.57063
C -0.20510 1.90994 -0.03966
C 0.15803 0.94042 1.03328
C -0.97424 -0.02490 1.26535
O -0.42052 -1.29753 1.29374
C 0.81292 -1.20464 0.77467
O 1.55498 -2.17193 0.48155
O 1.11377 0.13408 0.48841
H -0.97194 2.62057 0.26862
H -0.56551 1.36792 -0.91397
H 0.73061 2.43622 -0.22828
H 0.40973 1.33403 2.01807
H -1.85480 -0.02582 0.62292
H -1.38062 0.19575 2.25241
C -1.88415 1.68373 4.88280
C -2.36911 2.80291 3.94726
C -2.67877 4.18711 4.54576
O -2.27706 5.06884 3.52910
C -1.46733 4.46329 2.76680
O -0.87467 4.99973 1.84879
O -1.40091 3.15712 3.00723
H -1.19504 2.01513 5.65958
H -1.28556 1.01256 4.26691
H -2.66958 1.06259 5.31339
H -3.18670 2.40310 3.34742
H -2.18165 4.45979 5.47670
H -3.71337 4.12982 4.88402
C -5.67425 1.08544 -2.88861
C -4.12272 1.32186 -3.23238
C -3.24374 0.20718 -2.71252
O -2.47359 -0.11800 -3.87821
C -3.00790 0.51062 -4.94952
O -2.65911 0.36035 -6.12322
O -4.10968 1.16412 -4.59415
H -5.87289 1.27657 -1.83405
H -6.01631 0.10503 -3.22014
H -6.33121 1.66113 -3.54061
H -3.73119 2.27280 -2.87112
H -3.56880 -0.80393 -2.46737
H -2.66426 0.58622 -1.87073
C -0.32180 -2.81582 4.08973
O -1.60186 -3.05556 3.70499
H 0.29295 -2.68144 3.19972
H -0.07601 -1.98284 4.74841
H 0.09093 -3.72976 4.51689
H -1.75832 -3.86012 3.20520
C -4.76362 -1.24710 2.02524
O -4.80544 0.16575 2.13236
H -4.34705 -1.55204 1.06526
H -4.00616 -1.51271 2.76268
H -5.76500 -1.65982 2.14762
H -5.49448 0.26141 2.79393
*
```

Here is what Löwdin gives for the atomic charges, in e: -0.0306, 0.0088, 0.0355, -0.0270, -0.2775, -0.0931, 0.0633, -0.5490, 0.1214, 0.1036, 0.0864, 0.0711, 0.0972, 0.1326, 0.1263, 0.1309, -0.0230, -0.3091, -0.0907, 0.0519, -0.4304, 0.1587, 0.0505, 0.0715, 0.0615, 0.0746, 0.1377, 0.1229, 0.1248, -0.0072, -0.3270, -0.1119, 0.0537, -0.4764, 0.0859, 0.1168, 0.0871, 0.0833, 0.0757, 0.1565, 0.1187, 0.1282, 0.0065, -0.3697, -0.1176, 0.0754, -0.4243, 0.0879, 0.0754, 0.0626, 0.0934, 0.0989, 0.1590, 0.1364, 0.1170, 0.0054, -0.3092, -0.0709, 0.1421, -0.6311, 0.1360, 0.0761, 0.0896, 0.0618, 0.0904, 0.1436, 0.1401, 0.1402, 0.0059, -0.3089, -0.0908, 0.0619, -0.5248, 0.1236, 0.0871, 0.0708, 0.0809, 0.0760, 0.1459, 0.1397, 0.1031, -0.2009, -0.0974, 0.0575, 0.0901, 0.0736, 0.0955, -0.1468, -0.1443, 0.0748, 0.0718, 0.0872, 0.0692